## one
Density functional theory data (ωB97M-V/def2-TZVPD) for the molecule C2H4Cl3OP.

## Properties
- Frontier orbital gap: 0.39709 Eh
- SMILES string: O[C@H](P)C(Cl)(Cl)Cl
- LUMO level: 0.58 eV
- Molar mass: 181.39 g/mol
- Total charge: 0
- Highest occupied orbital energy: -10.23 eV

Structure (XYZ):
```
11
Properties=species:S:1:pos:R:3:lowdin_charge:R:1
O -1.555 0.560 0.628 -0.196
C -0.110 -0.200 0.241 -0.686
P 1.166 1.106 0.596 0.834
C -0.231 -0.476 -1.223 -1.664
Cl -0.535 1.016 -2.096 0.607
Cl 1.335 -1.139 -1.760 0.578
Cl -1.503 -1.664 -1.558 0.605
H -1.560 0.608 1.592 0.043
H -0.087 -1.107 0.841 0.098
H 2.199 0.190 0.778 -0.115
H 0.882 1.104 1.960 -0.104
```


## two
Density functional theory data (ωB97M-V/def2-TZVPD) for a cluster of 2 separate species, C2H4Cl3OP in total.

## Properties
- Frontier orbital gap: 0.35501 Eh
- LUMO level: -0.48 eV
- Molar mass: 181.39 g/mol
- Total charge: 0
- Highest occupied orbital energy: -10.14 eV

Structure (XYZ):
```
11
Properties=species:S:1:pos:R:3:lowdin_charge:R:1
C -1.436 0.142 0.314 -0.228
C -0.265 -0.507 -0.228 -0.942
O 1.750 -0.050 1.678 -0.397
P 1.381 0.253 0.295 -0.240
Cl -0.102 -2.249 -0.005 0.579
Cl 1.372 2.165 -0.236 0.369
Cl 2.711 -0.444 -0.956 0.371
H -2.318 -0.146 -0.352 0.105
H -1.315 1.228 0.109 0.064
H -1.881 -0.011 1.318 0.104
H 0.102 -0.380 -1.937 0.214
```


Q: Which of them is the least stable? A: one.


## one
Density functional theory data (ωB97M-V/def2-TZVPD) for the molecule C2H6N2S.

## Properties
- Frontier orbital gap: 0.33862 Eh
- SMILES string: CS/C=N/N
- LUMO level: 1.07 eV
- Molar mass: 90.15 g/mol
- Total charge: 0
- Highest occupied orbital energy: -8.14 eV

Structure (XYZ):
```
11
Properties=species:S:1:pos:R:3:lowdin_charge:R:1
C -2.039 0.815 -0.035 -0.353
S -1.556 -0.984 0.022 0.794
C 0.231 -0.940 -0.046 -0.553
N 0.986 0.058 0.055 -0.138
N 2.344 -0.041 -0.103 -0.014
H -2.733 0.927 -0.837 0.014
H -2.407 1.068 0.942 0.022
H -1.154 1.341 -0.335 0.012
H 0.731 -1.941 -0.128 0.079
H 2.847 -0.938 0.003 0.093
H 2.749 0.634 0.463 0.043
```


## two
Density functional theory data (ωB97M-V/def2-TZVPD) for the molecule C2H6N2S.

## Properties
- Frontier orbital gap: 0.34301 Eh
- SMILES string: CC(=S)NN
- LUMO level: 0.87 eV
- Molar mass: 90.15 g/mol
- Total charge: 0
- Highest occupied orbital energy: -8.46 eV

Structure (XYZ):
```
11
Properties=species:S:1:pos:R:3:lowdin_charge:R:1
C -1.442 -1.324 0.014 -0.078
C -0.323 -0.256 -0.062 -0.895
S -0.597 1.377 0.011 0.597
N 0.840 -0.854 -0.013 -0.102
N 2.096 -0.118 -0.029 0.063
H -1.996 -1.156 -0.822 0.034
H -1.010 -2.385 0.030 0.099
H -2.072 -1.275 0.879 0.073
H 0.639 -1.837 -0.068 0.114
H 2.076 0.178 0.930 0.067
H 1.948 0.719 -0.545 0.028
```


Q: Which of them is the least stable? A: one.


## one
Density functional theory data (ωB97M-V/def2-TZVPD) for the molecule C2H6N2S.

## Properties
- Frontier orbital gap: 0.36249 Eh
- SMILES string: [H]/N=C(\C)NS
- LUMO level: 0.74 eV
- Molar mass: 90.15 g/mol
- Total charge: 0
- Highest occupied orbital energy: -9.13 eV

Structure (XYZ):
```
11
Properties=species:S:1:pos:R:3:lowdin_charge:R:1
H 0.155 -1.977 -2.014 0.002
N -0.355 -1.155 -1.764 0.101
C 0.296 -0.623 -0.691 -0.618
C 1.053 -1.251 0.375 -0.107
N 0.008 0.682 -0.467 -0.364
S -0.569 1.073 1.093 0.759
H 1.366 -2.360 0.113 0.120
H 2.065 -0.643 0.431 0.123
H 0.423 -1.020 1.306 0.035
H -0.725 1.108 -0.976 0.044
H 0.139 2.270 1.171 -0.096
```


## two
Density functional theory data (ωB97M-V/def2-TZVPD) for a structure of composition C2H6N2S.

## Properties
- Frontier orbital gap: 0.32138 Eh
- LUMO level: -0.18 eV
- Molar mass: 90.15 g/mol
- Total charge: 0
- Highest occupied orbital energy: -8.93 eV

Structure (XYZ):
```
11
Properties=species:S:1:pos:R:3:lowdin_charge:R:1
C 1.956 0.077 -0.031 -0.527
C -0.694 -0.255 -0.308 -0.929
H 2.968 -0.330 0.314 0.040
H 1.787 0.778 0.860 0.045
H 2.007 0.975 -0.878 0.099
H -3.025 -0.150 -0.679 0.262
H -1.998 -1.511 1.066 0.204
H -1.435 1.558 0.320 0.158
N -1.940 -0.910 -0.074 -0.123
N -0.436 1.037 -0.302 -0.040
S 0.811 -1.269 -0.289 0.811
```


Q: Which of them is the least stable? A: two.